Entry from the Open Molecules 2025 dataset: C51H49N9O6Pb as an isolated structure (wB97M-V/def2-TZVPD).

Geometry as XYZ:
```
116
Properties=species:S:1:pos:R:3:forces:R:3
Pb 0.174 0.073 -0.318 0.3 2.8 4.2
C -0.953 -2.040 -5.101 -0.1 0.0 -0.1
N 0.043 -1.768 -4.071 0.1 0.2 0.8
C 1.430 -1.757 -4.514 0.1 -0.6 -0.1
C -0.261 -1.409 -2.813 -1.1 -0.9 -2.2
O 0.578 -1.082 -1.970 1.2 -2.8 -3.8
C -1.743 -1.370 -2.432 0.0 0.0 -0.2
O -1.845 -1.162 -1.051 -0.9 -0.3 -0.7
C -1.810 -2.373 -0.297 -0.2 -0.4 0.5
C -0.064 -2.241 1.474 0.4 -0.1 0.4
O 0.517 -1.385 2.115 -0.1 -0.4 0.1
N -0.304 -4.383 2.506 -0.2 0.0 -0.2
C 0.233 -4.225 3.847 0.0 -0.1 0.0
C -2.590 -3.547 3.290 0.0 -0.1 0.0
H -0.500 -2.678 -5.856 0.0 0.0 0.0
H -1.817 -2.565 -4.704 0.0 0.0 0.0
H -1.290 -1.122 -5.587 0.1 0.0 0.1
H 1.695 -2.738 -4.909 0.0 0.0 0.0
H 1.569 -1.014 -5.302 0.3 -0.7 0.0
H 2.073 -1.521 -3.672 -0.3 -0.2 -0.6
H -2.215 -0.522 -2.933 0.0 0.0 -0.1
H -2.277 -2.272 -2.741 0.1 0.0 0.0
H -2.818 -2.798 -0.261 0.0 0.1 0.0
H -1.105 -3.085 -0.731 -0.1 0.2 -0.1
H 0.189 -3.195 4.223 0.0 0.0 0.0
H -0.313 -4.876 4.531 0.0 0.0 0.0
H 1.274 -4.545 3.862 0.0 0.0 0.0
H -2.553 -1.620 3.916 0.1 0.0 0.1
H -3.635 -3.560 2.982 0.0 0.0 0.0
H -2.503 -3.814 4.342 0.0 0.1 0.0
C -1.751 -4.483 2.415 0.0 0.2 0.0
O -2.108 -2.149 3.233 -0.2 0.2 -0.1
C -2.245 -1.389 1.895 -0.6 -0.6 0.0
N -1.375 -2.014 1.018 0.2 -0.2 0.0
C 0.436 -3.682 1.458 0.1 -0.2 0.2
C 0.485 -4.364 0.107 0.1 -0.1 0.1
C 1.413 -3.875 -0.810 0.0 0.1 0.0
C 1.500 -4.409 -2.085 0.0 0.0 0.0
C 0.655 -5.444 -2.462 0.0 0.0 0.0
C -0.248 -5.959 -1.543 0.0 0.0 0.0
C -0.327 -5.429 -0.262 0.1 -0.2 0.0
C -2.367 -0.007 2.073 -0.2 0.7 0.3
C -3.139 0.614 3.107 0.1 -0.3 0.0
C -3.385 1.954 3.066 0.1 0.2 -0.3
C -2.897 2.725 1.988 -0.2 0.0 0.3
C -2.134 2.071 1.061 0.1 -0.2 0.0
N -1.828 0.762 1.111 -0.7 0.6 0.2
C -1.533 2.805 -0.078 0.1 -0.1 0.0
N -0.642 2.332 -0.866 -0.3 0.3 -0.3
C -0.287 3.389 -1.841 -0.1 0.0 0.1
C -1.277 4.516 -1.485 0.0 0.0 0.0
O -1.934 4.051 -0.275 0.0 0.2 -0.1
C -0.327 2.864 -3.264 0.0 0.0 0.0
C 0.386 1.701 -3.554 0.1 0.0 0.1
C 0.415 1.177 -4.835 -0.1 0.2 -0.1
C -0.260 1.825 -5.863 0.0 0.0 0.0
C -0.956 2.991 -5.591 0.0 0.0 0.0
C -0.990 3.509 -4.301 0.0 -0.1 0.0
H -2.060 -5.485 2.736 0.0 0.0 0.0
H -2.063 -4.375 1.380 0.0 -0.1 0.1
H 1.464 -3.601 1.812 0.0 -0.1 0.0
H 2.074 -3.063 -0.521 0.0 0.0 0.0
H 2.241 -4.029 -2.776 0.0 0.0 0.0
H 0.719 -5.866 -3.456 0.0 0.0 0.0
H -0.885 -6.790 -1.816 0.0 0.0 0.0
H -0.998 -5.888 0.451 0.0 0.0 0.0
H -3.604 0.032 3.897 0.0 0.0 0.0
H -3.988 2.419 3.835 0.0 0.0 0.0
H -3.112 3.778 1.891 0.0 0.0 0.0
H 0.738 3.703 -1.625 0.0 0.0 0.0
H -0.800 5.468 -1.271 0.0 0.0 0.0
H -2.057 4.658 -2.225 -0.1 0.0 0.0
H 0.953 1.206 -2.770 0.0 0.2 -0.1
H 0.978 0.274 -5.032 -0.3 1.0 0.0
H -0.227 1.434 -6.870 0.0 0.0 0.0
H -1.473 3.511 -6.387 0.0 0.0 0.0
H -1.533 4.428 -4.136 0.0 0.0 0.0
C 11.901 7.985 0.319 0.0 0.0 0.0
O 10.923 7.841 1.342 0.0 0.0 0.0
C 9.885 7.015 1.118 0.0 0.0 -0.1
C 9.656 6.341 -0.081 0.0 0.0 0.0
C 8.564 5.497 -0.195 0.0 0.0 0.0
C 7.683 5.318 0.866 0.0 0.0 0.0
C 7.915 6.013 2.056 0.0 0.0 0.0
C 8.997 6.852 2.185 0.0 0.0 0.0
C 6.556 4.402 0.713 0.0 0.0 -0.1
N 6.388 3.547 -0.276 0.1 0.1 0.0
C 5.208 2.919 -0.008 0.0 -0.1 -0.1
C 4.642 3.385 1.155 0.0 0.1 0.0
N 5.517 4.342 1.606 0.0 0.0 0.1
C 3.407 2.900 1.673 0.0 0.0 0.0
C 2.836 3.292 2.894 0.0 0.1 0.0
C 1.649 2.741 3.298 0.0 0.0 0.1
C 1.019 1.818 2.461 0.2 0.0 -0.2
N 1.532 1.434 1.305 0.9 0.7 0.6
C 2.729 1.929 0.907 -0.2 0.1 0.3
C 3.337 1.398 -0.308 -0.1 -0.1 0.0
N 2.691 0.406 -0.957 0.2 0.1 -0.1
C 3.256 -0.160 -2.007 0.3 0.2 0.1
C 4.505 0.235 -2.500 -0.1 -0.1 0.0
C 5.161 1.265 -1.877 0.0 0.1 0.0
C 4.579 1.871 -0.752 0.1 0.0 -0.1
H 12.679 8.615 0.737 0.0 0.0 0.0
H 11.478 8.469 -0.563 0.0 0.0 0.0
H 12.325 7.018 0.043 0.0 0.0 0.0
H 10.315 6.473 -0.925 0.0 0.0 0.0
H 8.382 4.967 -1.120 0.0 0.0 0.0
H 7.256 5.891 2.908 0.0 0.0 0.0
H 9.187 7.391 3.103 0.0 0.0 0.0
H 5.431 4.903 2.435 0.0 0.0 0.0
H 3.341 4.016 3.521 0.0 0.0 0.0
H 1.199 3.006 4.244 0.0 0.0 0.0
H 0.070 1.376 2.739 0.0 0.0 0.0
H 2.688 -0.953 -2.485 0.5 0.4 0.7
H 4.932 -0.269 -3.355 0.0 0.0 0.0
H 6.125 1.620 -2.217 0.0 0.0 0.0
```
Forces are in eV/Å.

The LUMO energy is -4.40 eV. The total charge is +2. For the HOMO-LUMO gap, the calculation gives 6.76 eV.

Löwdin population analysis, charges in e, atoms 1 to 4: number 1, Pb, carries 1.58; number 2, C, carries 0.00; number 3, N, carries -0.09; number 4, C, carries -0.02